Record 1
57
Properties=species:S:1:pos:R:3:forces:R:3:mulliken_charge:R:1 method="wB97M-V/def2-TZVPD" e_lumo_ev=0.438 total_energy_ha=-2243.06235 total_charge=0 smiles="CCN(CC[Si@@](O)(CN)[PH2]=S)C(C)=O.NC(N)=O.NC(N)=O.NC(N)=O"
C 5.70536 0.18130 0.53663 0.1 -0.1 0.4 -1.29
C 4.46790 -0.18070 1.33284 0.1 0.5 -0.4 -0.52
N 3.50311 -0.97763 0.57201 -0.7 -0.1 0.3 0.20
C 2.20849 -0.98835 1.32755 0.8 1.1 -0.2 -1.06
C 1.27558 0.10059 0.77885 -0.9 -0.7 -0.2 -0.77
Si -0.31888 -0.68408 0.15065 0.6 0.5 0.4 0.20
O 0.08574 -2.13076 -0.54771 -0.8 0.1 0.3 -0.47
C -1.49960 -0.87945 1.62042 0.2 -1.0 -0.3 -0.36
N -2.15659 -2.20717 1.64075 0.0 0.2 -0.2 -0.73
P -1.09652 0.74286 -1.41865 0.3 -0.4 -1.0 0.14
S -0.33801 0.14904 -3.14625 -0.1 0.0 0.0 -0.44
C 3.94798 -2.33692 0.47453 -0.2 1.2 -2.3 0.60
C 4.12145 -2.94052 -0.87571 -0.6 0.2 -0.6 -1.48
O 4.16025 -2.98807 1.42232 0.7 -1.9 3.2 -0.49
H 5.54551 1.06035 -0.06372 -0.2 0.2 -0.4 0.38
H 6.49634 0.41507 1.23641 0.4 0.0 0.1 0.35
H 6.04211 -0.61995 -0.11086 0.1 -0.2 -0.1 0.21
H 3.97222 0.74898 1.57222 -0.3 0.3 0.2 0.47
H 4.73769 -0.62726 2.28810 0.0 -0.4 0.1 0.38
H 1.77319 -1.97523 1.34195 -0.1 -0.3 -0.3 0.71
H 2.43717 -0.74184 2.35756 0.0 -0.2 0.4 0.25
H 0.95886 0.77833 1.56305 0.0 0.3 0.3 0.42
H 1.74352 0.70383 0.01670 0.3 0.0 -0.3 0.60
H -0.70453 -2.61473 -0.83099 0.4 -0.1 -0.2 0.29
H -0.90234 -0.76375 2.52225 0.2 0.4 0.2 0.35
H -2.24180 -0.09068 1.56547 -0.2 0.2 0.2 0.35
H -2.38302 -2.45469 2.59475 -0.2 0.0 0.0 0.25
H -1.50180 -2.91653 1.33687 0.0 0.0 0.0 0.23
H -0.57491 2.01331 -1.07852 -0.4 0.0 0.3 0.07
H -2.50125 0.84433 -1.42229 0.1 0.3 0.3 0.07
H 3.69594 -3.92956 -0.86811 -0.1 -0.5 0.2 0.41
H 3.61413 -2.38612 -1.64891 0.1 0.4 -0.3 0.34
H 5.16704 -3.05842 -1.10518 0.5 0.1 -0.1 0.35
N -6.52408 1.67079 -0.08962 0.0 -0.1 0.1 -0.39
C -5.62669 1.88522 -1.09745 -0.1 0.1 -0.1 0.61
N -5.90876 2.94026 -1.90695 0.0 0.1 0.0 -0.34
O -4.64497 1.17555 -1.25635 0.1 -0.1 0.1 -0.68
H -7.33605 2.23989 0.05833 0.0 0.0 0.0 0.18
H -6.34740 0.89868 0.52577 0.0 0.0 0.0 0.21
H -5.27151 3.12378 -2.65979 0.0 0.0 0.0 0.19
H -6.71690 3.52990 -1.79760 -0.1 0.0 -0.1 0.16
N -8.90709 4.48321 -5.23053 0.0 0.1 0.0 -0.39
C -9.05268 3.82140 -4.04605 0.0 -0.1 -0.2 0.67
N -9.53189 2.54761 -4.14536 0.0 0.0 0.1 -0.38
O -8.77299 4.33395 -2.97493 0.2 0.0 0.2 -0.66
H -9.12974 4.08283 -6.12181 0.0 0.0 0.0 0.16
H -8.55696 5.42251 -5.19063 0.0 0.0 0.0 0.22
H -9.64874 2.03345 -3.29204 0.0 0.0 0.0 0.21
H -9.76597 2.10818 -5.01506 0.0 0.0 0.0 0.16
N 7.94736 -1.93039 4.80068 0.0 0.0 0.1 -0.41
C 7.96201 -1.46762 3.51271 -0.1 -0.1 0.0 0.69
N 7.49128 -2.34378 2.57770 0.0 0.0 -0.1 -0.33
O 8.36256 -0.35511 3.22418 0.0 0.1 0.0 -0.64
H 7.62014 -2.84129 5.05995 0.0 0.0 0.0 0.16
H 8.28559 -1.31075 5.51299 0.0 0.0 0.0 0.22
H 7.48392 -2.03274 1.62390 0.0 0.0 0.0 0.18
H 7.14923 -3.26114 2.79301 -0.1 0.0 0.0 0.16

=====

Record 2
56
Properties=species:S:1:pos:R:3:forces:R:3:mulliken_charge:R:1 method="wB97M-V/def2-TZVPD" e_lumo_ev=-1.143 e_above_lowest_kcal_mol=317.7 total_energy_ha=-1531.90982 total_charge=-1
Sr 1.01543 0.46404 -0.06441 0.9 0.7 0.4 1.10
B 2.06919 5.84323 0.06953 -0.1 0.3 -0.2 -0.07
H 1.09530 5.93673 -0.38551 -4.3 0.7 -1.6 -0.20
H 2.78351 6.01137 -0.72149 3.0 0.6 -3.1 -0.18
H 2.26956 6.49709 0.90413 0.5 2.7 3.3 -0.21
H 2.14846 4.82396 0.41455 0.5 -4.6 1.5 -0.26
S 5.68933 1.30029 2.55372 0.1 -1.5 0.3 1.23
O 4.37869 1.11744 3.17939 -1.6 -0.7 0.7 -0.56
O 6.08184 2.63847 2.77316 0.9 3.7 0.3 -0.57
O 6.70174 0.41615 3.08749 0.3 -1.2 -0.1 -0.66
O 5.41342 1.07314 1.12237 -0.3 -0.7 -1.5 -0.60
C 3.13371 0.50263 -6.83399 0.5 -0.7 0.0 -0.94
C 1.70237 0.37576 -6.40427 -0.3 -0.3 0.9 -0.27
O 1.47834 1.20584 -5.26024 -0.4 0.1 -0.3 -0.50
H 3.68317 0.12001 -5.97388 0.4 0.3 0.0 0.27
H 3.47301 1.50966 -7.07665 -0.2 0.1 0.1 0.34
H 3.41083 -0.14882 -7.66279 -0.2 0.0 -0.2 0.31
H 1.54051 -0.61630 -5.98269 0.1 -0.2 -0.3 0.21
H 0.93415 0.48044 -7.17040 0.1 0.5 -0.2 0.27
H 1.69749 2.10753 -5.50626 0.0 0.2 0.1 0.30
C 3.61395 -5.55241 -4.02377 0.3 -0.3 -0.9 -1.06
C 2.66218 -5.38379 -2.82628 1.2 -2.2 -2.2 -0.22
O 3.12825 -4.45306 -1.96912 0.2 2.6 1.5 -0.49
H 3.34667 -6.36971 -4.69360 -0.6 -0.1 0.0 0.33
H 4.66270 -5.78887 -3.84399 0.1 0.2 0.8 0.36
H 3.63953 -4.66043 -4.64971 -0.2 0.2 0.1 0.26
H 2.65010 -6.31831 -2.26537 -0.8 -0.5 -0.4 0.25
H 1.72544 -5.12800 -3.32146 -0.4 0.2 0.9 0.26
H 3.97295 -4.75549 -1.62765 0.1 0.1 0.1 0.31
C -5.64835 -1.88882 -0.35156 -0.1 -0.8 0.4 -0.96
C -4.52331 -2.64182 -0.99218 -0.4 -0.6 0.1 -0.31
O -3.48873 -1.85793 -1.43011 1.4 1.7 -0.9 -0.50
H -6.28125 -1.46488 -1.13119 0.0 0.5 0.3 0.33
H -5.27769 -1.19853 0.40620 -0.3 0.2 -0.1 0.29
H -6.21516 -2.69989 0.10560 -0.5 0.3 0.4 0.29
H -4.98041 -3.09427 -1.87221 0.2 -1.1 0.1 0.25
H -4.01345 -3.31599 -0.30397 -0.6 -0.5 -0.1 0.32
H -3.88899 -1.27574 -2.08007 0.4 0.4 -0.2 0.29
C -4.85261 5.21107 2.48679 0.6 -0.5 0.6 -1.06
C -3.74432 4.22683 2.90685 -1.1 1.9 1.0 -0.25
O -3.00033 4.00520 1.76313 0.6 -1.7 -0.7 -0.50
H -5.53114 5.38062 3.32282 -0.1 0.4 -0.2 0.32
H -5.37343 4.82192 1.61191 -0.2 -0.1 0.2 0.28
H -4.31110 6.09953 2.16198 -0.5 0.5 0.2 0.34
H -4.18824 3.42336 3.49462 0.2 -1.1 -1.1 0.31
H -3.09147 4.66798 3.66002 0.0 0.5 0.2 0.25
H -2.85584 4.87870 1.39201 0.3 0.0 -0.2 0.30
C -0.77752 -1.86793 7.43085 -1.3 0.6 -1.1 -1.19
C -1.50014 -1.94914 6.01555 0.7 -1.3 1.8 -0.17
O -0.64051 -1.63805 4.96085 0.7 0.5 -0.3 -0.48
H -1.47530 -2.12085 8.22911 -0.2 0.0 -0.1 0.34
H -0.52156 -0.81829 7.57532 0.4 0.0 0.2 0.36
H 0.07743 -2.53114 7.56244 0.1 0.1 -0.5 0.36
H -2.38660 -1.31617 5.97514 -0.1 0.0 0.2 0.24
H -1.76181 -2.99895 5.88317 -0.6 0.0 0.0 0.22
H 0.14979 -1.28522 5.37624 0.3 0.2 -0.4 0.32

=====

Record 3
58
Properties=species:S:1:pos:R:3:forces:R:3:mulliken_charge:R:1 method="wB97M-V/def2-TZVPD" e_lumo_ev=2.880 e_above_lowest_kcal_mol=0.0 total_energy_ha=-1868.97049 total_charge=-1
P -0.40760 0.12096 -0.87010 0.5 -0.9 -0.8 1.63
F -1.11359 -0.90565 0.14099 -0.2 0.2 0.0 -0.22
F -1.52872 1.23406 -0.62340 -0.1 0.2 0.2 -0.38
F 0.49546 0.71943 0.33139 0.0 0.1 0.2 -0.47
F 0.37879 1.10890 -1.90144 0.0 0.0 0.1 -0.33
F 0.73634 -1.02123 -1.15215 -0.1 0.3 0.0 -0.36
F -1.26010 -0.44656 -2.13681 -0.1 0.0 0.3 -0.48
C 3.17429 0.01944 -3.78847 -0.2 -0.3 0.1 -0.69
O 3.20865 0.57925 -2.48736 0.0 0.1 -0.1 -0.53
H 3.66524 0.69087 -4.49451 0.0 0.0 0.0 0.28
H 3.68032 -0.95251 -3.79997 0.1 0.1 -0.1 0.25
H 2.14529 -0.15279 -4.11570 0.0 0.1 -0.1 0.29
H 2.32857 0.45737 -2.10889 0.1 0.1 0.1 0.23
C 2.63927 -2.38545 2.92979 0.1 -0.2 0.3 -1.54
C 2.19031 -1.90160 1.57250 -1.0 -0.3 -0.1 1.20
C 3.26981 -1.35201 0.66400 0.6 -0.4 -0.3 -1.15
O 1.52162 -3.02141 0.94185 0.3 0.0 0.2 -0.65
H 3.37708 -3.19124 2.87281 0.0 0.1 -0.2 0.36
H 1.77279 -2.80067 3.44829 0.0 0.1 0.1 0.34
H 3.06211 -1.57983 3.53282 0.0 0.1 -0.1 0.35
H 1.39089 -1.17300 1.73774 0.3 0.3 0.0 -0.11
H 4.25128 -1.78325 0.90018 -0.1 0.1 0.2 0.39
H 3.36193 -0.26776 0.65644 -0.1 0.0 0.1 0.26
H 3.07136 -1.68095 -0.35449 -0.2 0.2 0.0 0.23
H 0.85425 -2.64091 0.36040 0.1 0.0 -0.2 0.31
C -1.03404 4.02489 1.17974 -0.3 0.2 -0.1 -1.43
C -0.15796 4.27213 -0.03331 0.9 -0.2 0.1 1.11
C 0.27981 5.71539 -0.11807 -0.1 0.4 0.1 -1.54
O 1.06675 3.50496 0.10886 -0.5 0.3 -0.4 -0.63
H -0.39845 4.06324 2.06458 0.0 0.0 0.1 0.33
H -1.54523 3.06493 1.12836 0.1 -0.1 0.0 0.30
H -1.78906 4.81282 1.26913 0.0 -0.1 0.0 0.41
H -0.63919 3.96323 -0.96538 -0.2 0.0 0.0 0.18
H -0.55251 6.36392 -0.40476 0.0 -0.1 0.0 0.39
H 1.08819 5.86039 -0.83282 0.0 -0.1 -0.1 0.35
H 0.63196 6.05500 0.86074 0.0 -0.1 0.0 0.34
H 0.79073 2.58237 0.08984 0.2 -0.3 0.2 0.20
C -1.95756 -3.72968 1.89297 1.1 1.0 0.7 -0.95
C -2.81740 -4.32564 2.97978 -0.3 -0.1 0.1 0.39
C -4.30231 -4.18635 2.69009 0.0 0.3 -0.1 -1.33
O -2.46054 -5.68388 3.25255 -0.1 0.0 0.0 -0.56
H -1.95973 -4.24371 0.93407 -0.3 0.0 0.0 0.34
H -0.92026 -3.67072 2.24471 0.0 -0.5 -0.2 0.26
H -2.16224 -2.65994 1.77896 -0.5 -0.2 -0.4 0.23
H -2.61779 -3.79727 3.91589 0.1 -0.1 0.0 0.25
H -4.52930 -4.56215 1.68836 -0.1 -0.1 0.1 0.33
H -4.57740 -3.12900 2.71151 0.0 0.0 -0.1 0.35
H -4.91310 -4.68504 3.44226 0.1 -0.2 -0.1 0.35
H -2.63727 -6.18805 2.45135 0.1 0.0 0.0 0.34
O -0.99469 2.64541 -4.07064 0.0 0.0 -0.3 -0.68
H -0.05173 2.87314 -4.08099 0.0 0.0 0.3 0.32
H -0.98891 1.69656 -3.91079 0.0 0.0 0.2 0.30
O 1.65369 3.29888 -3.10451 0.1 0.3 -0.2 -0.69
H 1.39560 3.23794 -2.17606 -0.1 0.0 0.2 0.37
H 2.53990 2.92410 -3.11400 0.0 -0.2 0.0 0.27
O -4.16239 0.51126 -1.85465 -0.1 0.0 -0.1 -0.69
H -3.19944 0.49741 -1.79645 0.0 -0.1 0.1 0.29
H -4.34380 1.21998 -2.47721 0.0 0.0 0.0 0.28

=====

Record 4
62
Properties=species:S:1:pos:R:3:forces:R:3:mulliken_charge:R:1 method="wB97M-V/def2-TZVPD" e_lumo_ev="-7.971 / -8.549" spin_multiplicity=8 e_above_lowest_kcal_mol=7.5 total_energy_ha=-3771.39931 s2=15.78 total_charge=+2
V 0.32526 -2.87630 -0.52982 -0.4 3.0 -0.7 0.96
Fe -0.83800 -0.23785 -2.54210 1.1 0.6 1.4 0.69
C -0.60725 -0.32549 0.05159 5.8 -2.0 -6.3 1.36
O -0.57973 0.74041 -0.72590 -0.3 1.5 3.0 -0.50
O 0.39509 -0.90799 0.60906 -0.8 1.9 2.7 -0.54
O -1.10444 -1.24552 -0.75813 -3.2 -3.5 -0.9 -0.79
C 1.42760 -1.65607 -2.73655 -7.0 2.4 7.1 1.48
O 1.91960 -2.17633 -1.64218 3.4 0.0 -0.8 -0.65
O 1.14159 -0.35877 -2.84841 3.3 0.2 -1.7 -0.57
O 0.23302 -2.19564 -2.79418 -2.8 -2.9 -2.1 -0.87
O -0.80437 1.70716 -3.19587 -0.6 -1.1 -0.6 -0.38
H -0.79110 2.02713 -4.10619 0.1 -0.2 -0.1 0.26
H -0.35191 2.46050 -2.63019 0.6 1.0 0.6 0.73
O 2.03887 -3.21131 0.77695 -0.2 -0.3 0.0 -0.35
H 2.73637 -2.54102 0.83209 0.0 0.1 -0.3 0.28
H 2.19522 -3.82410 1.50561 0.0 -0.1 0.0 0.26
O 3.01249 1.07047 -1.23422 0.2 -0.1 0.0 -0.69
H 2.61805 0.31033 -1.66402 0.0 0.1 -0.2 0.32
H 2.26538 1.56474 -0.88049 0.3 0.1 0.2 0.33
O 1.74263 2.30940 0.98046 -0.5 0.0 -0.1 -0.60
H 2.28963 1.78968 1.57886 0.1 0.1 0.0 0.31
H 1.02247 1.71314 0.73439 0.1 0.0 0.3 0.17
O -2.93990 0.14015 -2.38099 0.0 -0.1 -0.6 -0.39
H -3.62918 -0.18030 -1.78728 0.2 -0.2 0.1 0.31
H -3.34290 0.84196 -2.90944 0.1 0.1 0.0 0.32
O -1.53526 -3.89008 -1.31732 0.4 -0.5 0.1 -0.42
H -1.79127 -3.95433 -2.24810 0.2 0.1 -0.1 0.25
H -1.88656 -4.69051 -0.90670 -0.1 -0.1 -0.1 0.28
C -1.83785 -2.59934 3.11446 -0.3 -0.6 -0.8 -1.52
C -0.52636 -3.27586 2.72463 -0.3 1.8 -0.2 0.46
C -0.04620 -4.32141 3.69583 0.9 -0.1 -0.5 -0.79
O -0.95947 -5.36912 3.74108 -0.2 0.0 -0.1 -0.34
C -0.85241 -6.15891 4.91376 -0.8 0.0 0.9 -0.81
N -0.59280 -3.81981 1.31793 -0.1 -1.6 -0.2 -0.06
H -2.16538 -1.92912 2.31383 0.2 0.2 0.1 0.30
H -1.71206 -2.02248 4.02484 -0.1 -0.1 0.1 0.42
H -2.63657 -3.34148 3.18602 0.0 0.0 0.5 0.41
H 0.17998 -2.44301 2.66709 0.4 -0.4 0.1 0.03
H 0.19947 -3.85941 4.65743 -0.4 0.0 0.1 0.56
H 0.92767 -4.69877 3.31364 0.0 0.0 0.2 0.29
H -1.57065 -6.97463 4.86540 0.3 -0.2 -0.5 0.26
H -1.20953 -5.58928 5.78135 0.4 0.2 0.0 0.35
H 0.15648 -6.52885 5.09419 0.0 0.0 -0.1 0.32
H -0.19603 -4.76409 1.44744 0.5 0.3 -0.4 0.36
H -1.53759 -4.17633 1.14291 -0.3 0.9 0.2 0.33
C -1.43169 4.91235 -0.77916 0.5 0.0 -0.6 -1.50
C -0.13712 4.95195 -1.59053 0.6 0.3 1.8 0.08
C 0.93892 5.70893 -0.77296 -0.4 0.2 -0.3 -0.78
O 2.23069 5.60853 -1.31628 0.3 0.0 -0.3 -0.37
C 2.35372 6.27901 -2.55427 -0.8 0.2 -0.7 -0.70
N 0.37929 3.58335 -1.78242 -0.6 -0.7 -1.2 -0.36
H -2.20980 4.49463 -1.41800 -0.3 0.0 0.3 0.32
H -1.69555 5.92480 -0.47860 -0.2 0.0 0.0 0.46
H -1.28803 4.31007 0.11909 -0.1 0.0 0.0 0.32
H -0.30721 5.54574 -2.48664 0.1 -0.7 -0.5 0.40
H 1.03611 5.28936 0.22842 -0.3 0.1 0.1 0.37
H 0.59259 6.75158 -0.74311 0.3 0.1 0.3 0.46
H 1.97832 7.30740 -2.49212 0.2 0.0 0.2 0.32
H 1.72961 5.80288 -3.32660 0.1 -0.1 0.0 0.28
H 3.36486 6.28007 -2.94728 0.2 -0.1 0.5 0.27
H 0.30576 3.07679 -0.90650 0.1 0.3 0.3 -0.03
H 1.37738 3.64102 -1.98580 0.0 0.0 0.0 0.35